# 1
C23H23BBeN9O4 | ωB97M-V/def2-TZVPD

The geometry in XYZ format:
```
61
Properties=species:S:1:pos:R:3:lowdin_charge:R:1
Be 0.41 -1.42 0.89 0.126
C 0.41 4.41 0.79 -0.035
C 0.29 3.37 -0.27 -0.376
C 0.84 3.39 -1.57 -0.025
C 0.44 2.20 -2.12 -0.087
N -0.31 1.54 -1.21 -0.006
N -0.39 2.25 -0.06 0.109
B -0.98 0.16 -1.40 -0.676
N 0.09 -0.91 -1.70 0.061
C 0.58 -1.22 -2.90 -0.044
C 1.70 -2.01 -2.73 0.007
C 1.85 -2.13 -1.35 -0.280
C 2.90 -2.88 -0.59 -0.002
N 0.88 -1.46 -0.74 0.100
N -1.74 -0.22 -0.13 0.057
C -2.98 0.15 0.17 -0.027
C -3.25 -0.23 1.47 0.009
C -2.08 -0.83 1.93 -0.281
C -1.80 -1.43 3.26 -0.004
N -1.17 -0.82 0.95 0.097
N -1.95 0.25 -2.56 -0.031
C -2.54 1.34 -3.11 -0.079
C -3.52 0.89 -3.96 -0.025
C -3.47 -0.52 -3.86 -0.357
C -4.31 -1.53 -4.57 -0.040
N -2.53 -0.89 -3.01 0.131
H 0.79 5.35 0.38 0.075
H 1.10 4.10 1.59 0.060
H -0.55 4.61 1.26 0.078
H 1.43 4.16 -2.02 0.099
H 0.62 1.78 -3.10 0.124
H 0.08 -0.89 -3.80 0.130
H 2.32 -2.46 -3.49 0.108
H 3.45 -3.52 -1.27 0.084
H 2.45 -3.50 0.18 0.077
H 3.61 -2.20 -0.12 0.088
H -3.60 0.64 -0.56 0.133
H -4.17 -0.11 2.02 0.108
H -2.72 -1.56 3.82 0.083
H -1.14 -0.77 3.85 0.087
H -1.31 -2.40 3.16 0.078
H -2.23 2.34 -2.85 0.121
H -4.17 1.49 -4.58 0.096
H -5.02 -1.04 -5.24 0.071
H -4.88 -2.13 -3.85 0.075
H -3.70 -2.21 -5.16 0.074
O 4.65 2.17 4.80 0.207
C 4.31 0.99 4.72 -0.564
O 4.88 0.31 5.60 0.221
C 3.33 0.48 3.73 -0.094
C 2.78 1.36 2.81 0.048
C 1.86 0.86 1.90 -0.018
N 1.52 -0.43 1.91 0.131
C 2.05 -1.27 2.80 -0.114
C 2.98 -0.86 3.75 0.099
C 1.53 -2.70 2.65 -0.547
O 1.90 -3.57 3.40 0.107
O 0.67 -2.77 1.69 -0.017
H 3.05 2.40 2.81 0.127
H 1.37 1.47 1.16 0.100
H 3.38 -1.57 4.45 0.145
```

Strongest force on any atom ... 0.94 eV/Å
Lowest unoccupied orbital energy (alpha / beta) ... -0.0451 / -0.1227 hartree
Gap between HOMO and LUMO (alpha / beta) ... 7.92 / 5.81 eV
Multiplicity ... 2
<S²> ... 0.76
ΔE to the lowest compared entry with this formula, charge and spin ... 0.0 kJ/mol
Net charge ... 0
HOMO (alpha / beta) ... -9.1459 / -9.1458 eV
E_tot ... -1723.9026 Ha

---

# 2
C23H23ClFN3O3 | ωB97M-V/def2-TZVPD

The geometry in XYZ format:
```
54
Properties=species:S:1:pos:R:3:lowdin_charge:R:1
C 4.39 2.30 1.12 -0.058
C 3.00 1.82 1.52 -0.238
O 2.32 1.16 0.47 -0.082
C 2.59 -0.15 0.18 -0.198
C 3.50 -0.93 0.88 -0.035
C 3.66 -2.28 0.59 -0.098
C 2.90 -2.86 -0.41 -0.113
C 2.00 -2.09 -1.12 -0.033
C 1.82 -0.73 -0.86 -0.158
N 0.90 -0.01 -1.58 -0.083
C 1.02 1.37 -1.94 -0.124
C -0.02 2.21 -1.19 -0.100
N -1.21 1.40 -0.96 -0.030
C -2.04 1.80 0.03 -0.421
O -1.86 2.83 0.65 0.081
C -3.20 0.92 0.33 -0.028
C -3.24 -0.46 0.69 -0.221
C -2.12 -1.40 0.83 -0.126
C -0.98 -1.04 1.55 -0.201
F -0.91 0.18 2.10 0.109
C 0.07 -1.91 1.75 0.005
C 0.00 -3.18 1.21 -0.067
C -1.11 -3.57 0.48 -0.104
C -2.16 -2.69 0.30 -0.609
Cl -3.51 -3.18 -0.64 0.739
N -4.47 -0.83 0.94 0.109
O -5.26 0.25 0.77 0.038
C -4.51 1.31 0.43 -0.233
C -5.15 2.62 0.20 0.021
C -1.47 0.41 -1.97 -0.096
C -0.32 -0.62 -2.05 -0.123
H 4.85 2.83 1.95 0.078
H 5.03 1.46 0.84 0.068
H 4.32 2.97 0.27 0.078
H 3.04 1.18 2.41 0.118
H 2.36 2.68 1.75 0.127
H 4.09 -0.50 1.67 0.103
H 4.38 -2.86 1.15 0.101
H 3.02 -3.90 -0.65 0.103
H 1.43 -2.54 -1.92 0.114
H 2.02 1.73 -1.72 0.126
H 0.86 1.46 -3.03 0.126
H -0.28 3.12 -1.76 0.133
H 0.35 2.52 -0.22 0.114
H 0.93 -1.59 2.32 0.122
H 0.82 -3.87 1.36 0.110
H -1.17 -4.56 0.06 0.106
H -4.41 3.41 0.36 0.086
H -5.98 2.75 0.88 0.092
H -5.53 2.69 -0.82 0.093
H -1.58 0.92 -2.93 0.130
H -2.41 -0.10 -1.75 0.121
H -0.55 -1.48 -1.42 0.100
H -0.24 -0.96 -3.09 0.128
```

Strongest force on any atom ... 1.22 eV/Å
SMILES ... CCOc1ccccc1N1CCN(C(=O)c2c(-c3c(F)cccc3Cl)noc2C)CC1
Lowest unoccupied orbital energy ... 0.0260 hartree
Gap between HOMO and LUMO ... 8.32 eV
Net charge ... 0
HOMO ... -7.6144 eV
E_tot ... -1840.2637 Ha

---

# 3
C23H23F2N3O5S | ωB97M-V/def2-TZVPD

The geometry in XYZ format:
```
57
Properties=species:S:1:pos:R:3:lowdin_charge:R:1
C -0.32 -3.86 1.08 -0.070
C 0.30 -2.87 0.11 -0.175
C 0.21 -1.42 0.61 -0.185
C 1.13 -0.53 -0.24 -0.438
O 1.02 -0.45 -1.45 0.054
N 2.07 0.10 0.47 0.112
C 3.14 0.87 -0.15 -0.082
C 4.47 0.29 0.20 -0.260
C 5.21 -0.70 -0.39 -0.020
C 6.37 -0.85 0.41 -0.063
C 6.25 0.06 1.42 -0.124
O 5.11 0.75 1.30 0.048
N -1.15 -0.89 0.63 0.075
C -1.35 0.20 1.41 -0.404
O -0.42 0.74 2.00 0.074
C -2.77 0.72 1.56 -0.138
N -2.78 2.10 1.98 -0.109
S -2.86 3.20 0.73 0.649
O -2.93 4.50 1.33 -0.280
O -3.92 2.76 -0.13 -0.284
C -1.32 3.07 -0.18 -0.272
C -1.26 2.29 -1.31 -0.045
C -0.09 2.24 -2.05 0.007
C 0.99 2.99 -1.61 -0.275
F 2.13 2.98 -2.34 0.068
C 0.95 3.77 -0.47 0.006
C -0.23 3.80 0.26 -0.043
C -2.14 -1.39 -0.25 -0.171
C -1.98 -1.29 -1.62 -0.003
C -2.95 -1.77 -2.48 -0.061
C -4.10 -2.36 -1.98 -0.067
C -4.27 -2.49 -0.62 0.006
C -3.30 -2.01 0.23 -0.221
F -3.46 -2.16 1.57 0.073
H -1.38 -3.65 1.24 0.060
H -0.24 -4.87 0.69 0.077
H 0.18 -3.82 2.04 0.080
H -0.17 -2.94 -0.87 0.110
H 1.36 -3.10 -0.02 0.127
H 0.55 -1.39 1.65 0.150
H 2.02 0.11 1.47 0.145
H 2.98 0.83 -1.23 0.125
H 3.10 1.91 0.20 0.126
H 4.96 -1.24 -1.27 0.112
H 7.18 -1.53 0.25 0.100
H 6.89 0.30 2.25 0.118
H -3.33 0.68 0.62 0.116
H -3.28 0.12 2.31 0.137
H -2.03 2.31 2.63 0.111
H -2.14 1.75 -1.63 0.113
H 0.00 1.64 -2.94 0.125
H 1.81 4.34 -0.17 0.124
H -0.33 4.41 1.14 0.120
H -1.08 -0.84 -2.00 0.104
H -2.81 -1.68 -3.55 0.108
H -4.86 -2.73 -2.66 0.108
H -5.15 -2.96 -0.20 0.122
```

Strongest force on any atom ... 0.92 eV/Å
SMILES ... CC[C@@H](C(=O)NCc1ccco1)N(C(=O)CNS(=O)(=O)c1ccc(F)cc1)c1ccccc1F
Lowest unoccupied orbital energy ... 0.0210 hartree
Gap between HOMO and LUMO ... 9.39 eV
ΔE to the lowest compared entry with this formula, charge and spin ... 0.0 kJ/mol
Net charge ... 0
HOMO ... -8.8183 eV
E_tot ... -2028.6604 Ha

---

# 4
C23H23IrN5O5 | ωB97M-V/def2-TZVPD

The geometry in XYZ format:
```
57
Properties=species:S:1:pos:R:3:lowdin_charge:R:1
Ir 1.89 -0.42 0.66 1.562
O 4.66 -0.32 -3.26 0.189
C 3.84 -0.25 -2.24 -0.459
O 2.64 -0.31 -2.29 0.084
C 4.60 -0.04 -0.95 -0.103
C 5.99 0.11 -0.98 0.092
C 6.69 0.35 0.19 0.073
C 5.98 0.47 1.38 0.081
C 4.61 0.32 1.34 -0.143
N 3.91 0.03 0.20 0.020
C 3.72 0.57 2.51 -0.375
O 4.11 0.91 3.68 0.290
O 2.48 0.48 2.34 -0.029
H 4.19 -0.40 -4.11 0.179
H 6.50 0.04 -1.93 0.152
H 7.77 0.46 0.18 0.156
H 6.50 0.69 2.30 0.149
H 5.07 0.99 3.82 0.176
N -0.74 2.21 -0.93 0.177
C 0.28 3.10 -0.74 0.019
C 1.30 2.40 -0.19 -0.031
N 0.88 1.10 -0.05 -0.043
C -0.37 1.00 -0.50 -0.252
C -0.39 -1.40 0.11 -0.550
N 0.84 -1.70 -0.66 0.031
C 0.80 -2.86 -1.17 0.061
C -0.47 -3.52 -0.77 0.146
N -1.11 -2.72 -0.01 0.261
H -1.64 2.44 -1.34 0.197
H 0.20 4.14 -1.02 0.156
H 2.28 2.73 0.12 0.134
H 1.60 -3.33 -1.73 0.165
H -0.81 -4.53 -1.01 0.185
H -2.00 -2.93 0.45 0.215
C -6.78 0.32 1.20 0.023
C -5.40 0.15 0.71 -0.160
C -5.07 -0.42 -0.50 0.053
C -3.74 -0.54 -0.91 -0.116
C -3.50 -1.09 -2.28 0.008
C -2.64 -0.09 -0.06 -0.060
C -1.21 -0.26 -0.58 -0.060
O 0.08 -1.11 1.32 -0.154
C -2.93 0.51 1.15 -0.138
C -1.93 1.09 2.12 0.016
C -4.30 0.61 1.53 0.173
H -7.52 -0.09 0.52 0.110
H -6.99 1.38 1.36 0.133
H -6.89 -0.15 2.19 0.130
H -5.85 -0.77 -1.16 0.151
H -4.41 -1.50 -2.71 0.113
H -2.73 -1.86 -2.31 0.086
H -3.16 -0.29 -2.95 0.129
H -1.26 -0.51 -1.64 0.146
H -1.59 2.07 1.77 0.111
H -1.07 0.45 2.25 0.074
H -2.39 1.24 3.09 0.109
H -4.54 1.06 2.48 0.159
```

Strongest force on any atom ... 0.50 eV/Å
Lowest unoccupied orbital energy (alpha / beta) ... -0.5098 / -0.5381 hartree
Gap between HOMO and LUMO (alpha / beta) ... 6.85 / 6.09 eV
Multiplicity ... 2
<S²> ... 0.77
ΔE to the lowest compared entry with this formula, charge and spin ... 313.6 kJ/mol
Net charge ... +4
HOMO (alpha / beta) ... -20.7258 / -20.7337 eV
E_tot ... -1643.0527 Ha

---

# 5
C23H23N6O6S4Sc | ωB97M-V/def2-TZVPD

The geometry in XYZ format:
```
63
Properties=species:S:1:pos:R:3:lowdin_charge:R:1
Sc 0.03 -0.52 0.28 0.938
C -2.27 5.22 0.65 -0.090
C -2.67 3.83 1.11 -0.234
N -2.61 2.83 0.04 -0.005
C -1.51 2.14 -0.29 -0.802
S -1.69 0.78 -1.37 0.665
N -0.38 2.56 0.26 0.017
N 0.63 1.66 0.09 -0.076
C 1.82 2.05 0.35 -0.262
C 2.16 3.41 0.86 -0.010
C 2.87 1.07 0.02 -0.206
C 4.21 1.42 0.05 0.000
C 5.15 0.53 -0.46 -0.043
C 4.72 -0.66 -1.00 -0.038
C 3.36 -0.95 -0.95 -0.108
N 2.46 -0.13 -0.43 0.087
H -2.24 5.91 1.50 0.071
H -2.98 5.62 -0.08 0.069
H -1.29 5.20 0.19 0.062
H -3.69 3.81 1.49 0.116
H -2.01 3.49 1.91 0.102
H -3.46 2.53 -0.40 0.115
H 1.25 3.90 1.21 0.071
H 2.60 4.03 0.07 0.097
H 2.88 3.34 1.67 0.090
H 4.51 2.38 0.43 0.111
H 6.20 0.79 -0.46 0.113
H 5.40 -1.38 -1.44 0.111
H 2.98 -1.88 -1.35 0.093
O -1.01 1.42 3.75 -0.263
S -0.67 0.29 2.93 0.538
O 0.75 0.12 2.62 -0.318
O -1.37 0.22 1.61 -0.416
C -1.43 -1.12 3.72 -0.202
C -1.84 -0.94 5.03 -0.045
C -2.61 -1.91 5.66 -0.058
C -3.00 -3.05 4.98 -0.059
C -2.59 -3.25 3.66 -0.043
C -1.81 -2.30 3.03 -0.207
S -1.14 -2.75 1.44 0.547
O 0.24 -2.17 1.57 -0.394
O -1.21 -4.17 1.37 -0.244
O -1.74 -2.01 0.32 -0.355
H -1.57 -0.03 5.53 0.115
H -2.92 -1.76 6.68 0.109
H -3.62 -3.79 5.47 0.110
H -2.84 -4.15 3.13 0.116
N -0.68 -1.66 -3.11 0.103
C -0.11 -2.60 -2.34 -0.682
N 0.64 -2.34 -1.29 0.025
C 1.24 -3.56 -0.85 -0.314
C 2.14 -3.72 0.20 -0.049
C 2.62 -4.98 0.50 -0.063
C 2.21 -6.10 -0.22 -0.083
C 1.31 -5.97 -1.26 -0.086
C 0.85 -4.69 -1.56 -0.470
S -0.25 -4.26 -2.83 1.123
H -0.65 -0.70 -2.78 -0.024
H -1.45 -1.91 -3.70 0.105
H 2.44 -2.88 0.80 0.107
H 3.31 -5.10 1.33 0.107
H 2.58 -7.09 0.05 0.104
H 0.98 -6.83 -1.83 0.109
```

Strongest force on any atom ... 0.94 eV/Å
Lowest unoccupied orbital energy ... -0.0137 hartree
Gap between HOMO and LUMO ... 7.52 eV
ΔE to the lowest compared entry with this formula, charge and spin ... 95.8 kJ/mol
Net charge ... 0
HOMO ... -7.8955 eV
E_tot ... -4023.9582 Ha

---

# 6
C23H23NO6 | ωB97M-V/def2-TZVPD

The geometry in XYZ format:
```
53
Properties=species:S:1:pos:R:3:lowdin_charge:R:1
C -4.90 -2.30 1.88 -0.077
O -4.17 -2.61 0.71 -0.067
C -3.57 -1.62 0.03 -0.266
C -3.66 -0.26 0.34 -0.003
C -2.98 0.67 -0.41 -0.005
C -2.20 0.29 -1.50 -0.169
C -1.39 1.21 -2.30 -0.326
O -0.75 0.85 -3.26 0.089
C -1.32 2.68 -1.87 -0.056
O -0.49 2.80 -0.72 0.025
C -0.99 3.33 0.40 -0.479
O -2.13 3.69 0.53 0.108
C 0.07 3.42 1.47 -0.044
C 0.48 2.03 1.98 -0.082
N 1.00 1.19 0.93 0.058
C 0.40 0.01 0.55 -0.376
O -0.58 -0.45 1.09 0.125
C 1.19 -0.56 -0.60 -0.106
C 1.79 -1.95 -0.24 -0.184
C 2.69 -2.31 -1.38 -0.040
C 3.67 -1.44 -1.61 -0.040
C 3.69 -0.27 -0.68 -0.188
C 3.72 -0.75 0.77 -0.179
C 4.04 -2.18 1.10 -0.048
C 2.61 -1.73 1.02 -0.178
C 2.32 0.44 -0.85 -0.100
C 2.12 1.52 0.18 -0.387
O 2.79 2.50 0.37 0.126
C -2.14 -1.07 -1.83 -0.015
C -2.81 -2.01 -1.08 0.015
H -5.76 -1.67 1.65 0.097
H -4.26 -1.81 2.62 0.099
H -5.25 -3.26 2.27 0.094
H -4.24 0.07 1.18 0.109
H -3.08 1.71 -0.13 0.101
H -0.84 3.25 -2.67 0.141
H -2.31 3.10 -1.66 0.130
H 0.95 3.91 1.05 0.120
H -0.32 4.01 2.30 0.130
H -0.38 1.50 2.41 0.134
H 1.25 2.16 2.75 0.138
H 0.53 -0.67 -1.47 0.141
H 0.98 -2.67 -0.08 0.151
H 2.52 -3.20 -1.96 0.113
H 4.40 -1.54 -2.39 0.113
H 4.50 0.43 -0.88 0.150
H 3.96 0.01 1.50 0.146
H 4.43 -2.83 0.33 0.102
H 4.44 -2.38 2.08 0.104
H 2.03 -1.69 1.94 0.147
H 2.27 0.89 -1.85 0.169
H -1.55 -1.37 -2.68 0.122
H -2.76 -3.06 -1.32 0.121
```

Strongest force on any atom ... 0.75 eV/Å
SMILES ... COc1ccc(C(=O)COC(=O)CCN2C(=O)[C@@H]3[C@H]4C=C[C@H]([C@@H]5C[C@H]45)[C@@H]3C2=O)cc1
Lowest unoccupied orbital energy ... 0.0072 hartree
Gap between HOMO and LUMO ... 8.96 eV
ΔE to the lowest compared entry with this formula, charge and spin ... 196.9 kJ/mol
Net charge ... 0
HOMO ... -8.7639 eV
E_tot ... -1396.4617 Ha

---

# 7
C23H24AsFeN2O3S2Se2 | ωB97M-V/def2-TZVPD

The geometry in XYZ format:
```
58
Properties=species:S:1:pos:R:3:lowdin_charge:R:1
Fe 0.41 -1.07 1.05 0.240
S 2.68 -0.49 1.11 0.537
C 2.90 1.15 0.49 -0.679
C 4.00 1.89 0.94 -0.135
C 4.23 3.17 0.46 -0.105
C 3.38 3.74 -0.48 -0.109
C 2.29 3.01 -0.93 -0.118
C 2.03 1.73 -0.45 -0.411
As 0.54 0.64 -1.04 1.323
C 0.14 1.58 -2.71 -0.369
C 0.97 1.29 -3.80 -0.116
C 0.76 1.91 -5.02 -0.095
C -0.28 2.81 -5.18 -0.106
C -1.11 3.09 -4.11 -0.091
C -0.91 2.48 -2.88 -0.092
C -0.92 1.42 0.00 -0.415
C -0.79 2.52 0.84 -0.105
C -1.89 3.01 1.52 -0.092
C -3.13 2.41 1.37 -0.090
C -3.27 1.30 0.54 -0.084
C -2.17 0.81 -0.14 -0.131
H 4.66 1.45 1.67 0.090
H 5.08 3.74 0.83 0.095
H 3.56 4.74 -0.85 0.091
H 1.62 3.45 -1.66 0.097
H 1.78 0.58 -3.67 0.103
H 1.41 1.68 -5.86 0.097
H -0.45 3.29 -6.14 0.094
H -1.93 3.80 -4.22 0.097
H -1.56 2.71 -2.04 0.095
H 0.18 2.97 0.98 0.104
H -1.78 3.85 2.19 0.099
H -3.99 2.79 1.91 0.097
H -4.23 0.81 0.43 0.100
H -2.26 -0.07 -0.78 0.091
C -2.76 -3.22 3.74 -0.406
Se -2.32 -2.90 1.87 0.919
C -1.42 -4.60 1.54 -0.549
C -0.10 -4.78 2.28 -0.532
Se 1.33 -3.49 1.96 0.923
C 1.99 -4.16 0.26 -0.367
H -3.41 -4.08 3.85 0.015
H -3.27 -2.33 4.09 0.016
H -1.85 -3.35 4.32 0.014
H -1.29 -4.65 0.46 0.046
H -2.11 -5.39 1.85 0.060
H 0.33 -5.76 2.06 0.063
H -0.26 -4.73 3.36 0.040
H 2.49 -5.11 0.40 0.020
H 2.69 -3.41 -0.09 0.010
H 1.16 -4.24 -0.44 0.001
S -0.12 1.71 4.73 0.481
C -0.21 0.62 3.54 -0.967
N -0.30 -0.16 2.67 -0.038
O -1.03 -1.60 -2.42 -0.029
N -0.65 -2.54 -1.72 -0.544
O -0.38 -3.65 -2.20 -0.001
O -0.48 -2.39 -0.45 -0.281
```

Strongest force on any atom ... 0.77 eV/Å
Lowest unoccupied orbital energy (alpha / beta) ... 0.0849 / 0.0849 hartree
Gap between HOMO and LUMO (alpha / beta) ... 7.05 / 7.24 eV
Multiplicity ... 5
<S²> ... 6.02
ΔE to the lowest compared entry with this formula, charge and spin ... 0.0 kJ/mol
Net charge ... -1
HOMO (alpha / beta) ... -4.7414 / -4.9294 eV
E_tot ... -10324.8070 Ha

---

# 8
C23H24BF4N4O3SSr | ωB97M-V/def2-TZVPD

The geometry in XYZ format:
```
61
Properties=species:S:1:pos:R:3:lowdin_charge:R:1
Sr -0.44 -0.66 0.03 1.575
C -3.55 0.16 0.94 -0.058
N -2.26 0.36 1.63 -0.299
C -2.26 -0.41 2.87 -0.089
C -2.07 1.79 1.79 -0.209
C -2.53 2.47 2.90 -0.048
C -2.48 3.86 2.97 -0.123
C -2.00 4.56 1.88 -0.117
C -1.52 3.89 0.76 -0.043
C -1.47 2.49 0.69 -0.243
N -1.00 1.72 -0.33 -0.083
C -0.15 2.18 -1.32 -0.251
C 0.71 3.29 -1.26 -0.038
C 1.59 3.58 -2.29 -0.110
C 1.67 2.78 -3.41 -0.115
C 0.86 1.64 -3.49 -0.039
C -0.03 1.35 -2.47 -0.212
N -0.80 0.13 -2.46 -0.308
C -0.30 -0.94 -3.32 -0.094
C -2.22 0.37 -2.76 -0.069
H -4.37 0.58 1.55 0.099
H -3.74 -0.90 0.78 0.075
H -3.53 0.67 -0.02 0.084
H -3.11 -0.17 3.52 0.081
H -1.33 -0.23 3.42 0.097
H -2.33 -1.47 2.63 0.087
H -2.95 1.91 3.73 0.097
H -2.83 4.38 3.85 0.086
H -1.99 5.64 1.89 0.093
H -1.17 4.47 -0.09 0.091
H 0.73 3.89 -0.36 0.095
H 2.25 4.43 -2.19 0.095
H 2.36 3.00 -4.21 0.089
H 0.94 0.98 -4.34 0.100
H -0.47 -0.74 -4.39 0.086
H -0.83 -1.86 -3.08 0.091
H 0.77 -1.10 -3.16 0.087
H -2.35 0.63 -3.82 0.092
H -2.58 1.19 -2.14 0.076
H -2.80 -0.53 -2.53 0.086
F -4.27 -3.23 -0.63 0.131
B -2.93 -3.40 -0.35 -1.240
F -2.27 -2.10 -0.57 -0.099
F -2.33 -4.31 -1.20 0.132
F -2.71 -3.71 0.99 0.115
O 3.13 -2.44 -1.98 0.057
C 3.05 -2.15 -0.80 -0.523
N 2.15 -1.29 -0.25 -0.166
S 2.37 -1.09 1.32 0.577
O 2.84 0.21 1.69 -0.288
O 1.13 -1.48 1.98 -0.418
C 3.65 -2.29 1.52 -0.216
C 4.32 -2.69 2.66 -0.033
C 5.33 -3.63 2.48 -0.077
C 5.64 -4.12 1.21 -0.072
C 4.96 -3.69 0.09 -0.003
C 3.95 -2.76 0.26 -0.129
H 4.07 -2.31 3.64 0.120
H 5.88 -3.99 3.34 0.101
H 6.44 -4.85 1.11 0.100
H 5.19 -4.05 -0.90 0.120
```

Strongest force on any atom ... 0.41 eV/Å
Lowest unoccupied orbital energy ... 0.0905 hartree
Gap between HOMO and LUMO ... 6.62 eV
Net charge ... -1
HOMO ... -4.1521 eV
E_tot ... -2189.2761 Ha

---

Which value of net charge does entry 1 give?
0

---

E_tot of number 8 (C23H24BF4N4O3SSr)?
-2189.2761 Ha